Record 1
This record from the OMol25 dataset describes the molecule C21H27NO3. The level of theory is wB97M-V/def2-TZVPD.

Values from the calculation:
HOMO-LUMO gap	8.7	eV

Structure (ORCA input):
```
! wB97M-V def2-TZVPD RIJCOSX def2/J DEFGRID3
* xyz 0 1
O -4.889 0.230 -0.199
C -4.210 -0.004 1.007
C -3.460 1.275 1.436
O -2.869 1.884 0.309
C -1.516 1.975 0.144
C -1.117 2.500 -1.088
C 0.214 2.692 -1.376
C 1.197 2.361 -0.442
C 0.804 1.834 0.778
C -0.541 1.650 1.071
H -0.792 1.235 2.034
H 1.532 1.549 1.522
O 2.486 2.606 -0.825
C 3.530 2.271 0.062
C 3.724 0.783 0.235
C 4.121 0.254 1.456
C 4.322 -1.108 1.593
C 4.126 -1.952 0.514
C 3.727 -1.430 -0.705
C 3.527 -0.068 -0.843
H 3.213 0.346 -1.790
H 3.575 -2.085 -1.550
H 4.284 -3.015 0.622
H 4.631 -1.511 2.547
H 4.277 0.911 2.300
H 3.386 2.759 1.036
H 4.425 2.700 -0.403
H 0.521 3.101 -2.326
H -1.877 2.758 -1.809
H -2.743 1.043 2.221
H -4.189 1.998 1.823
C -3.287 -1.242 0.964
N -2.095 -1.078 0.151
C -0.998 -1.903 0.632
C 0.280 -1.624 -0.152
C 0.058 -1.877 -1.637
C -1.131 -1.045 -2.100
C -2.352 -1.373 -1.250
H -3.207 -0.784 -1.581
H -2.612 -2.442 -1.380
H -1.357 -1.245 -3.149
H -0.894 0.014 -1.989
H 0.953 -1.612 -2.201
H -0.148 -2.938 -1.805
H 1.083 -2.255 0.233
H 0.565 -0.582 -0.007
H -0.829 -1.673 1.688
H -1.246 -2.979 0.554
H -2.982 -1.439 1.996
H -3.895 -2.099 0.626
H -4.983 -0.221 1.756
H -4.344 0.853 -0.702
*
```

Atomic partial charges in e from the natural (NBO) method, atoms 1 to 6: O -0.717; C 0.078; C -0.083; O -0.526; C 0.293; C -0.236

***

Record 2
This record from the OMol25 dataset describes a structure of composition C21H28AsIrN4O6S2Si. The level of theory is wB97M-V/def2-TZVPD.

Values from the calculation:
HOMO-LUMO gap	7.2	eV

Structure (ORCA input):
```
! wB97M-V def2-TZVPD RIJCOSX def2/J DEFGRID3
* xyz 0 1
Ir 0.181 0.643 0.154
O -3.901 -1.609 0.580
As -2.166 -1.607 0.225
O -1.437 -2.662 1.220
O -1.810 0.056 0.373
C -2.240 -2.023 -1.663
C -3.385 -2.664 -2.119
C -3.526 -2.989 -3.461
C -2.525 -2.673 -4.363
C -1.372 -2.041 -3.921
C -1.236 -1.719 -2.580
S 0.257 -0.882 -2.120
O -0.091 0.568 -2.020
O 1.252 -1.207 -3.088
O 0.554 -1.304 -0.713
H -3.999 -2.064 1.427
H -4.173 -2.904 -1.419
H -4.424 -3.491 -3.798
H -2.632 -2.924 -5.410
H -0.568 -1.806 -4.604
C 3.033 1.771 -1.879
C 3.255 1.092 -0.564
C 4.508 0.724 -0.114
C 4.637 0.130 1.143
C 3.543 -0.096 1.948
C 2.292 0.306 1.458
N 2.197 0.896 0.233
N 1.043 0.200 1.960
Si 0.640 -0.521 3.502
C 1.298 0.633 4.829
C -1.213 -0.684 3.687
C 1.369 -2.230 3.713
H 3.222 2.842 -1.772
H 2.010 1.637 -2.222
H 3.715 1.379 -2.632
H 5.370 0.896 -0.741
H 5.618 -0.171 1.488
H 3.636 -0.579 2.908
H 0.927 1.649 4.664
H 2.390 0.680 4.817
H 0.988 0.311 5.826
H -1.740 -0.072 2.956
H -1.525 -0.398 4.695
H -1.497 -1.719 3.493
H 2.448 -2.261 3.870
H 1.119 -2.839 2.841
H 0.897 -2.693 4.584
C -4.412 1.265 2.759
C -3.315 2.274 2.803
C -3.265 3.337 3.669
C -2.173 4.208 3.576
N -1.223 4.062 2.659
C -1.293 3.032 1.821
S -0.190 2.891 0.505
N -2.316 2.140 1.917
C -2.015 5.345 4.533
H -5.264 1.610 3.340
H -4.065 0.316 3.172
H -4.721 1.082 1.730
H -4.048 3.491 4.396
H -2.289 1.312 1.275
H -2.979 5.741 4.847
H -1.411 6.128 4.083
H -1.494 4.986 5.424
*
```

Atomic partial charges in e from the natural (NBO) method, atoms 1 to 6: Ir 1.075; O -1.036; As 2.457; O -1.128; O -1.173; C -0.431

***

Result set for LUMO: 0.8; -0.3 eV, one per record in the order listed.
Result set for HOMO energy: -7.9; -7.5 eV, one per record in the order listed.
Result set for molar mass: 341.5; 791.8 g mol⁻¹, one per record in the order listed.